#1
# C6H21NO5

5 unconnected molecules or ions with the total composition C6H21NO5 (ωB97M-V with the def2-TZVPD basis set, the OMol25 dataset).

## Properties
Multiplicity ... 1
M ... 187.24 g mol⁻¹
HOMO energy ... -0.331 Eh
Orbital gap ... 9.421 eV
E_LUMO ... 0.4 eV
Net charge ... 0
SMILES ... CCN(C)[C@H](C)C=O.O.O.O.O

Atoms and positions in Å:
1 C -0.95510 2.04983 1.74708
2 C -0.39509 1.28822 0.55132
3 N 0.34264 0.08359 0.96768
4 C 1.62244 0.40716 1.60021
5 C 0.46148 -0.88297 -0.13199
6 C 1.05153 -2.21940 0.31408
7 C 1.21691 -0.43226 -1.37392
8 O 1.75525 0.64248 -1.49847
9 H -1.62335 2.84215 1.41545
10 H -0.16964 2.53128 2.33207
11 H -1.47663 1.37395 2.42645
12 H 0.23906 1.95670 -0.03604
13 H -1.21623 0.96145 -0.08939
14 H 2.30901 0.91424 0.91370
15 H 2.10814 -0.49767 1.95598
16 H 1.45459 1.06534 2.44997
17 H -0.55929 -1.06316 -0.46555
18 H 0.89243 -2.98173 -0.44866
19 H 2.12376 -2.15947 0.49827
20 H 0.56836 -2.56482 1.22856
21 H 1.26917 -1.15916 -2.19770
22 O -1.26396 -1.35379 -2.72049
23 H -1.91316 -1.40138 -1.99207
24 H -1.71678 -1.68388 -3.50023
25 O -2.00920 -1.35481 1.88279
26 H -1.12584 -0.93408 1.79644
27 H -2.46957 -0.87337 2.57381
28 O -3.11329 -1.44544 -0.66113
29 H -3.89076 -0.88088 -0.60562
30 H -2.73062 -1.46966 0.24343
31 O 2.58408 3.30900 -0.85379
32 H 2.29986 3.38198 0.05984
33 H 2.32123 2.41700 -1.12733

=====

#2
# C6H21NO5

4 unconnected molecules or ions with the total composition C6H21NO5 (ωB97M-V with the def2-TZVPD basis set, the OMol25 dataset).

## Properties
Multiplicity ... 1
M ... 187.24 g mol⁻¹
HOMO energy ... -0.351 Eh
Orbital gap ... 9.848 eV
E_LUMO ... 0.3 eV
Net charge ... 0
SMILES ... COCCNCCOC.O.O.O

Atoms and positions in Å:
1 C -3.36843 1.00363 3.63429
2 O -1.99660 0.52063 3.47692
3 C -1.37609 0.54846 2.18676
4 C -0.04312 -0.13945 2.25989
5 N 0.65850 -0.17263 1.01741
6 C 0.28831 -1.28696 0.07903
7 C 1.29858 -1.54923 -0.97677
8 O 0.99282 -2.82055 -1.56143
9 C 1.85009 -3.23106 -2.68520
10 H -3.44968 2.06341 3.87587
11 H -3.74011 0.39890 4.46149
12 H -3.91928 0.67045 2.75472
13 H -1.26257 1.53857 1.74528
14 H -2.00814 -0.13893 1.62455
15 H -0.04082 -1.14841 2.67231
16 H 0.53514 0.51810 2.90899
17 H 1.65042 -0.15511 1.20685
18 H -0.66650 -1.08331 -0.40571
19 H 0.14239 -2.20224 0.65265
20 H 2.32040 -1.69888 -0.62808
21 H 1.34307 -0.76017 -1.72744
22 H 1.58954 -4.19226 -3.12826
23 H 2.90594 -3.23407 -2.41454
24 H 1.73757 -2.45744 -3.44478
25 O -1.20831 1.27931 -2.79970
26 H -1.28676 2.12416 -3.24277
27 H -0.33093 0.97043 -3.02558
28 O 0.46723 2.11647 -0.52200
29 H -0.17436 1.91523 -1.20325
30 H 0.42474 1.37004 0.07571
31 O 2.48871 3.34831 -2.19777
32 H 1.86839 2.91549 -1.61117
33 H 2.30987 2.96911 -3.05827

=====

So which one is most stable? That would be #1, about 191.2 kJ/mol below the next structure.

=====

#1
# H3NO3P2

A gas-phase ion, H3NO3P2 (charge -2) (ωB97M-V with the def2-TZVPD basis set, the OMol25 dataset).

## Properties
Multiplicity ... 1
M ... 126.98 g mol⁻¹
HOMO energy ... 0.009 Eh
Orbital gap ... 7.323 eV
E_LUMO ... 7.6 eV
Net charge ... -2
SMILES ... O=P([O-])([O-])NP

Atoms and positions in Å:
1 O 2.31721 1.07874 0.09210
2 P 1.48421 -0.20795 0.08699
3 O 1.45133 -1.09638 1.32778
4 O 1.39407 -0.88407 -1.26567
5 N -0.40412 0.72667 0.25880
6 P -1.83524 0.02498 0.09549
7 H -0.51029 1.51896 0.86282
8 H -2.20960 0.11995 -1.25847
9 H -1.68757 -1.28089 -0.19983

=====

#2
# H3NO3P2

A molecular structure, H3NO3P2 (ωB97M-V with the def2-TZVPD basis set, the OMol25 dataset).

## Properties
Multiplicity ... 1
M ... 126.98 g mol⁻¹
HOMO energy (spin up / spin down) ... 0.026 / 0.026 Eh
Orbital gap (spin up / spin down) ... 6.709 / 6.709 eV
E_LUMO (spin up / spin down) ... 7.4 / 7.4 eV
Net charge ... -2

Atoms and positions in Å:
1 N 0.06581 0.04855 -0.79594
2 O -0.01612 -0.41135 1.59450
3 O -2.12006 0.80512 0.71379
4 O -1.76481 -1.67572 0.18009
5 P 1.37914 0.41269 0.15725
6 P -1.16881 -0.33875 0.52466
7 H -0.52979 1.47992 -1.55002
8 H 1.85952 -0.90662 0.22702
9 H 2.29513 0.58614 -1.05135

=====

So which one is most stable? That would be #1, about 284.8 kJ/mol below the next structure.

=====

#1
# H4S2

2 unconnected molecules or ions with the total composition H4S2 (ωB97M-V with the def2-TZVPD basis set, the OMol25 dataset).

## Properties
Multiplicity ... 1
M ... 68.17 g mol⁻¹
HOMO energy ... -0.362 Eh
Orbital gap ... 10.432 eV
E_LUMO ... 0.6 eV
Net charge ... 0
SMILES ... S.S

Atoms and positions in Å:
1 S -2.86676 0.76065 -1.45863
2 H -2.25702 0.39155 -0.31684
3 H -3.33997 -0.48182 -1.66849
4 S 3.32924 0.05051 1.38044
5 H 2.32272 -0.66132 1.92075
6 H 2.81179 -0.05956 0.14277

=====

#2
# H4S2

2 unconnected molecules or ions with the total composition H4S2 (ωB97M-V with the def2-TZVPD basis set, the OMol25 dataset).

## Properties
Multiplicity ... 1
M ... 68.17 g mol⁻¹
HOMO energy ... -0.355 Eh
Orbital gap ... 10.412 eV
E_LUMO ... 0.7 eV
Net charge ... 0
SMILES ... S.S

Atoms and positions in Å:
1 S -1.41487 -1.14435 0.44328
2 H -2.18147 -0.59452 1.40335
3 H -1.01442 0.06176 -0.00014
4 S 1.51508 -0.02675 -0.40688
5 H 2.50593 0.77096 -0.84687
6 H 0.58975 0.93290 -0.59274

=====

So which one is most stable? That would be #1, about 13.4 kJ/mol below the next structure.

=====

#1
# C2HFN2OS

A molecular structure, C2HFN2OS (ωB97M-V with the def2-TZVPD basis set, the OMol25 dataset).

## Properties
Multiplicity ... 1
M ... 120.11 g mol⁻¹
HOMO energy ... -0.333 Eh
Orbital gap ... 9.519 eV
E_LUMO ... 0.5 eV
Net charge ... 0

Atoms and positions in Å:
1 C 1.27383 -0.13943 0.48814
2 C -0.70952 0.04099 -0.21426
3 H -1.30527 -1.23720 1.41101
4 N 0.63016 -0.99701 1.20052
5 N -0.51812 -0.90615 0.62317
6 O 0.59505 0.40313 -0.48072
7 F 2.54170 0.47962 0.71184
8 S -1.90629 0.47553 -1.14881

=====

#2
# C2HFN2OS

A single C2HFN2OS molecule (ωB97M-V with the def2-TZVPD basis set, the OMol25 dataset).

## Properties
Multiplicity ... 1
M ... 120.11 g mol⁻¹
HOMO energy ... -0.340 Eh
Orbital gap ... 8.558 eV
E_LUMO ... -0.7 eV
Net charge ... 0
SMILES ... Fc1n[nH]oc1=S

Atoms and positions in Å:
1 F 0.86263 -1.39262 1.28085
2 C 0.28830 -0.71652 0.37119
3 N -0.33631 -1.12495 -0.62483
4 N -0.78227 -0.06120 -1.22564
5 O -0.38047 1.08718 -0.53317
6 C 0.50031 0.71637 0.41739
7 S 1.57882 1.43422 1.49690
8 H -1.73102 0.05751 -1.18270

=====

So which one is most stable? That would be #1, about 84.5 kJ/mol below the next structure.

=====

#1
# C3H8IN

3 unconnected molecules or ions with the total composition C3H8IN (ωB97M-V with the def2-TZVPD basis set, the OMol25 dataset).

## Properties
Multiplicity ... 1
M ... 185.01 g mol⁻¹
HOMO energy ... -0.279 Eh
Orbital gap ... 7.336 eV
E_LUMO ... -0.3 eV
Net charge ... 0

Atoms and positions in Å:
1 C -2.34313 -0.87891 -0.28340
2 C 1.63563 1.02380 -0.91511
3 C 0.79898 0.05006 -1.29737
4 N -0.60376 0.24690 -0.98703
5 I 1.05854 -0.60066 4.36192
6 H -1.91439 -1.71890 0.22107
7 H -2.53282 0.05597 0.04159
8 H -2.59979 -1.17324 -1.30693
9 H 1.11909 1.84594 -0.54112
10 H 2.47291 0.03217 4.03607
11 H 2.65376 1.11359 -1.18040
12 H 0.98040 -0.95961 -1.77629
13 H -0.72545 0.96288 -0.37302

=====

#2
# C3H8IN

2 unconnected molecules or ions with the total composition C3H8IN (ωB97M-V with the def2-TZVPD basis set, the OMol25 dataset).

## Properties
Multiplicity ... 1
M ... 185.01 g mol⁻¹
HOMO energy ... -0.355 Eh
Orbital gap ... 10.064 eV
E_LUMO ... 0.4 eV
Net charge ... 0
SMILES ... CC(C)=N.I

Atoms and positions in Å:
1 C -1.04690 1.29485 0.01523
2 C -0.74305 -0.12222 -0.30201
3 C -0.98367 -1.23059 0.63515
4 N -0.18463 -0.43273 -1.35541
5 H -1.78979 1.81427 -0.67399
6 H -1.41872 1.28825 1.11972
7 H -0.06556 1.79985 -0.16694
8 H 0.05950 -1.59199 1.07050
9 H -1.49167 -2.07710 0.07550
10 H -1.71979 -0.93223 1.46463
11 H -0.02510 0.29741 -1.93165
12 I 5.23221 0.38141 0.51421
13 H 4.17717 -0.48916 -0.46495

=====

So which one is most stable? That would be #2, about 349.7 kJ/mol below the next structure.

=====

#1
# C2H4N4O2S2

A single C2H4N4O2S2 molecule (ωB97M-V with the def2-TZVPD basis set, the OMol25 dataset).

## Properties
Multiplicity ... 1
M ... 180.21 g mol⁻¹
HOMO energy ... -0.321 Eh
Orbital gap ... 8.972 eV
E_LUMO ... 0.2 eV
Net charge ... 0
SMILES ... Nc1snnc1S(N)(=O)=O

Atoms and positions in Å:
1 N -2.05452 -1.06500 0.10054
2 C -1.16402 -0.74837 1.01753
3 S -1.16148 -0.59849 2.74069
4 N 0.40143 0.19346 2.74970
5 N 0.85645 0.43010 1.60398
6 C 0.23815 0.02614 0.53989
7 S 0.81809 0.01728 -1.09575
8 N 1.25554 1.64841 -1.20968
9 O 1.99096 -0.86795 -1.10178
10 O -0.29192 -0.30236 -2.01720
11 H -1.70150 -0.71583 -0.86418
12 H -2.70712 -1.73579 0.38220
13 H 1.99565 2.01474 -0.56645
14 H 1.52431 1.70366 -2.27948

=====

#2
# C2H4N4O2S2

A single C2H4N4O2S2 molecule (ωB97M-V with the def2-TZVPD basis set, the OMol25 dataset).

## Properties
Multiplicity ... 1
M ... 180.21 g mol⁻¹
HOMO energy ... -0.343 Eh
Orbital gap ... 9.854 eV
E_LUMO ... 0.5 eV
Net charge ... 0
SMILES ... NS(=O)(=O)/N=c1/[nH]ncs1

Atoms and positions in Å:
1 N 2.50808 -0.03635 1.14860
2 S 1.81317 0.23233 -0.34442
3 O 1.40372 1.62911 -0.32701
4 O 2.68806 -0.24879 -1.40224
5 N 0.53212 -0.77636 -0.28994
6 C -0.67394 -0.29851 -0.24433
7 N -1.74550 -1.12819 -0.19646
8 N -2.99769 -0.59426 -0.14314
9 C -2.90533 0.67526 -0.17067
10 S -1.30438 1.35434 -0.23630
11 H 3.15333 -0.82459 1.12339
12 H 2.97463 0.79483 1.42234
13 H -1.66486 -2.12766 -0.17871
14 H -3.78140 1.34885 -0.16110

=====

So which one is most stable? That would be #2, about 231.1 kJ/mol below the next structure.